{
  "formula": "C28H45BCdGeN4O2SSe",
  "method": "ωB97M-V/def2-TZVPD",
  "e_tot_ev": -177759.048,
  "e_above_lowest_ev": 1.1869,
  "orbital_gap_ev": 8.407,
  "e_lumo_ha": 0.01314,
  "symbols": ["Cd", "C", "N", "C", "C", "C", "C", "C", "C", "C", "C", "H", "H", "H", "H", "H", "H", "H", "H", "H", "H", "H", "H", "C", "C", "C", "N", "N", "C", "N", "S", "H", "H", "H", "H", "H", "H", "H", "C", "Ge", "C", "C", "C", "Se", "C", "H", "H", "H", "H", "H", "H", "H", "H", "H", "H", "H", "H", "H", "H", "C", "C", "C", "C", "C", "C", "C", "C", "O", "B", "O", "C", "C", "H", "H", "H", "H", "H", "H", "H", "H", "H", "H", "H", "H"],
  "xyz": [[0.294196, -20.022290, -10.920530], [0.798226, -20.318148, -14.146550], [-0.349848, -20.787712, -13.369542], [-1.575171, -20.433786, -14.091422], [-0.251138, -22.252596, -13.183913], [1.011131, -22.618667, -12.418516], [1.821230, -23.623146, -12.887193], [3.001296, -23.981505, -12.161131], [3.294686, -23.343781, -11.030742], [2.533193, -22.196464, -10.625303], [1.392737, -21.843802, -11.309165], [0.762667, -20.783242, -15.185045], [1.688399, -20.626623, -13.615149], [0.773427, -19.239192, -14.219472], [-1.646206, -20.996586, -15.051068], [-1.669784, -19.354488, -14.169834], [-2.515668, -20.667943, -13.553559], [-0.376941, -22.796707, -14.118226], [-1.105245, -22.569966, -12.548077], [1.737100, -24.205187, -13.781135], [3.698611, -24.743856, -12.558669], [4.249108, -23.509555, -10.486001], [2.697695, -21.716429, -9.658313], [3.927612, -19.415198, -6.117264], [2.667595, -18.824815, -5.628655], [1.388289, -19.244603, -6.430626], [1.474092, -20.072234, -7.386437], [0.313978, -20.306175, -8.040429], [-0.649628, -19.534792, -7.595689], [-1.904534, -19.643165, -8.057841], [-0.197539, -18.585678, -6.226461], [4.666601, -19.078452, -5.372137], [4.202229, -18.995179, -7.102661], [3.875171, -20.445145, -6.200130], [2.744577, -17.703032, -5.680063], [2.557199, -19.103973, -4.567445], [-2.005023, -20.548103, -8.548031], [-2.671463, -19.168344, -7.602701], [-5.206375, -21.813001, -8.452428], [-4.429841, -23.277216, -7.515266], [-5.781792, -24.577420, -7.016472], [-3.619850, -22.390656, -5.932754], [-3.113825, -24.039707, -8.677244], [-1.696183, -22.849601, -9.276249], [-0.351566, -23.220579, -7.897778], [-5.884965, -21.093955, -7.808020], [-5.749341, -22.086132, -9.348662], [-4.441044, -21.145996, -8.858683], [-6.689708, -24.068826, -6.589213], [-5.406827, -25.190147, -6.171301], [-5.961456, -25.240392, -7.854407], [-4.482699, -22.121152, -5.264464], [-3.122193, -21.461242, -6.203991], [-2.861916, -22.944912, -5.421726], [-3.761374, -24.428099, -9.490643], [-2.699470, -24.887794, -8.129497], [-0.514954, -24.214862, -7.527039], [-0.220301, -22.506292, -7.082303], [0.583821, -23.201852, -8.485693], [-5.197633, -13.771266, -8.261127], [-4.612629, -13.672614, -9.697125], [-4.373800, -12.215022, -10.069790], [-5.683448, -14.130170, -10.667797], [-3.358903, -14.439466, -9.709472], [-2.248736, -14.134442, -8.907147], [-1.121525, -14.901848, -8.820730], [-1.061976, -16.058067, -9.547279], [-0.033203, -16.975698, -9.653824], [-0.550808, -18.012313, -10.493485], [-1.820924, -17.619952, -10.958954], [-2.087078, -16.360575, -10.375149], [-3.253347, -15.589441, -10.503850], [-6.148190, -13.289115, -8.288691], [-4.526540, -13.283711, -7.495673], [-5.323324, -14.793735, -7.993707], [-5.320136, -11.754921, -10.236124], [-3.744788, -12.107035, -10.967788], [-3.885255, -11.537865, -9.439535], [-6.563247, -13.442949, -10.578081], [-6.093538, -15.158128, -10.641960], [-5.316424, -13.899101, -11.642388], [-2.274695, -13.197581, -8.324834], [-0.373578, -14.720085, -8.038188], [-4.018303, -16.046960, -11.059459]],
  "atomic_forces_ev_per_a": [[0.182, 0.084, 0.052], [-0.484, -0.776, -0.734], [-0.506, -0.289, -0.389], [-0.855, -0.525, 0.483], [-0.521, 0.331, 1.292], [-0.051, 0.039, -1.168], [1.828, -0.793, 1.056], [-0.708, -0.981, -2.133], [1.408, 2.599, 2.532], [-0.247, -1.463, 0.402], [-0.591, 0.357, 0.206], [0.291, 0.549, 0.941], [0.364, 0.018, -0.208], [-0.021, 0.258, -0.131], [0.144, 0.687, 0.170], [0.436, 0.124, -0.598], [0.691, -0.411, 0.209], [0.330, -0.079, -0.404], [0.223, 0.279, -0.298], [-0.910, 0.070, -0.603], [-0.675, 0.392, 0.219], [-0.808, -0.262, -0.342], [0.548, 0.036, -0.354], [1.219, 2.248, -0.536], [-2.513, 1.160, 0.129], [2.085, 0.859, 1.332], [0.629, -0.848, -0.524], [-0.702, 0.788, -0.424], [0.342, -0.663, 0.767], [-0.197, -0.292, -0.618], [-0.069, 0.435, 0.057], [0.189, -0.497, -0.478], [-0.044, -0.290, 0.420], [0.087, -2.087, -0.032], [-0.215, -0.954, 0.205], [-0.328, 0.225, -0.299], [-0.730, 0.632, 0.252], [0.180, -0.336, -0.218], [-1.471, 2.569, 0.285], [0.265, 1.052, 1.404], [-0.150, 0.057, 1.507], [-1.202, 0.414, -0.067], [-0.567, -0.729, 0.027], [0.095, -0.139, 0.085], [0.859, 0.208, -0.716], [1.164, -1.636, -1.139], [-0.495, -0.263, -0.049], [0.290, -0.061, 0.235], [0.668, -0.528, -0.880], [-0.054, 0.168, -0.513], [-0.510, -0.036, -0.061], [0.942, -0.321, -0.319], [-0.149, 0.150, -0.311], [0.184, -0.666, 0.560], [0.952, 0.141, -0.054], [0.288, -0.096, -0.404], [-0.108, -0.476, 0.147], [-0.578, -0.021, -0.264], [-0.339, -0.083, 0.398], [1.417, 1.130, 0.011], [-0.776, 0.814, 1.594], [0.326, -0.087, -1.450], [-1.339, 0.313, -0.165], [1.318, -1.794, -1.102], [-0.930, 1.740, 0.325], [1.028, -0.250, 1.488], [1.151, 0.124, -0.415], [-0.847, -0.582, -0.024], [-0.164, 0.469, 0.097], [0.025, 0.957, 0.235], [-1.128, -1.219, -0.919], [1.790, -0.654, 1.237], [-0.798, 0.449, 0.368], [-0.735, -0.452, -0.804], [-0.157, -0.892, 0.270], [-0.806, 0.450, -0.429], [-0.528, -0.391, -0.173], [0.896, 0.387, 1.913], [0.582, -0.609, 0.212], [0.620, 0.402, 0.283], [0.234, -0.302, -1.073], [-0.073, -0.603, -0.172], [-0.114, 0.266, -0.618], [-1.078, 0.004, -0.791]],
  "lowdin_charge": [1.2971, -0.1087, -0.3441, -0.1143, -0.1972, -0.3178, -0.0462, -0.1187, -0.1272, -0.1569, -0.2790, 0.1104, 0.0657, 0.0771, 0.0914, 0.0798, 0.0866, 0.1134, 0.1025, 0.0958, 0.1083, 0.1063, 0.0701, -0.1354, -0.2518, -0.5996, 0.0016, -0.0625, -0.7692, 0.0905, 1.0874, 0.0864, 0.0916, 0.0459, 0.1205, 0.1077, -0.0160, 0.1084, -0.2506, 0.6785, -0.2242, -0.2051, -0.6386, 0.8765, -0.3733, 0.0738, 0.0118, -0.0083, 0.0403, 0.0247, 0.0106, 0.0364, -0.0086, 0.0011, 0.0306, 0.0178, 0.0123, 0.0150, 0.0086, -0.0289, -0.5705, -0.0511, -0.0733, -0.1932, -0.0375, 0.0025, -0.2486, 0.0612, -0.5573, 0.0489, -0.1750, 0.0824, 0.0678, 0.1008, 0.0751, 0.0708, 0.1047, 0.0609, 0.0966, 0.0974, 0.0775, 0.1231, 0.1317, 0.1046]
}